Molecular formula: C15H20ClCoO6
Method: DFT, ωB97M-V with the def2-TZVPD basis set

```
43
Properties=species:S:1:pos:R:3
Co 0.157 -0.172 -0.400
C -0.496 1.368 2.164
C -1.649 1.364 1.186
O -1.158 1.495 -0.149
C -1.186 2.790 -0.756
C 0.154 3.476 -0.651
O 1.079 2.543 -1.152
C 2.421 2.719 -0.770
C 3.054 1.360 -0.938
O 2.297 0.350 -0.264
C 2.695 -0.005 1.061
C 1.803 0.670 2.079
O 0.454 0.413 1.686
H -0.834 1.100 3.168
H -0.023 2.353 2.204
H -2.352 2.164 1.421
H -2.173 0.409 1.216
H -1.971 3.391 -0.295
H -1.436 2.626 -1.803
H 0.387 3.730 0.390
H 0.151 4.402 -1.236
H 2.485 3.056 0.272
H 2.930 3.458 -1.399
H 4.081 1.356 -0.570
H 3.056 1.081 -1.991
H 3.737 0.264 1.238
H 2.595 -1.087 1.128
H 1.972 1.750 2.091
H 1.991 0.273 3.080
Cl -3.140 -6.538 -1.066
C -2.606 -4.897 -0.967
C -3.555 -3.855 -1.025
C -3.173 -2.544 -0.950
C -1.813 -2.191 -0.805
O -1.498 -0.931 -0.734
C -0.867 -3.246 -0.756
C 0.514 -2.974 -0.666
O 1.054 -1.851 -0.558
C -1.285 -4.597 -0.841
H -4.601 -4.110 -1.133
H -3.902 -1.747 -1.003
H 1.196 -3.830 -0.696
H -0.545 -5.387 -0.808
```

Summary:
**HOMO energy (spin up / spin down)**: -11.0 / -11.0 eV
**Spin multiplicity**: 2
**⟨S²⟩**: 0.9981
**Charge**: +1
**Orbital gap (spin up / spin down)**: 7.895 / 7.920 eV

natural (NBO) analysis output, partial charges in e: 1.36, -0.09, -0.10, -0.57, -0.08, -0.09, -0.55, -0.09, -0.08, -0.57, -0.10, -0.09, -0.59, 0.21, 0.18, 0.21, 0.23, 0.20, 0.21, 0.16, 0.20, 0.17, 0.20, 0.20, 0.21, 0.21, 0.22, 0.18, 0.21, 0.03, -0.08, -0.13, -0.28, 0.42, -0.75, -0.25, 0.43, -0.66, -0.16, 0.24, 0.23, 0.17, 0.23